{
  "formula": "C48H72F3O35",
  "method": "ωB97M-V/def2-TZVPD",
  "species": ["C", "O", "O", "C", "F", "F", "F", "C", "C", "H", "H", "H", "H", "H", "H", "C", "C", "C", "O", "C", "O", "O", "H", "H", "H", "H", "H", "H", "C", "C", "C", "O", "C", "O", "O", "H", "H", "H", "H", "H", "H", "C", "C", "C", "O", "C", "O", "O", "H", "H", "H", "H", "H", "H", "C", "C", "C", "O", "C", "O", "O", "H", "H", "H", "H", "H", "H", "C", "C", "C", "O", "C", "O", "O", "H", "H", "H", "H", "H", "H", "C", "C", "C", "O", "C", "O", "O", "H", "H", "H", "H", "H", "H", "C", "C", "C", "O", "C", "O", "O", "H", "H", "H", "H", "H", "H", "C", "C", "C", "O", "C", "O", "O", "H", "H", "H", "H", "H", "H", "C", "C", "C", "O", "C", "O", "O", "H", "H", "H", "H", "H", "H", "C", "C", "C", "O", "C", "O", "O", "H", "H", "H", "H", "H", "H", "C", "C", "C", "O", "C", "O", "O", "H", "H", "H", "H", "H", "H"],
  "xyz": [[0.519, 0.071, -0.976], [-0.673, 0.821, -0.846], [1.071, 0.335, -2.179], [1.432, 0.408, 0.237], [0.822, 0.017, 1.385], [2.595, -0.304, 0.182], [1.810, 1.699, 0.285], [-1.731, 0.230, -0.091], [-2.998, 0.910, -0.615], [-3.026, 1.921, -0.214], [-3.034, 1.026, -1.699], [-3.902, 0.356, -0.361], [-1.589, 0.475, 0.965], [-1.913, -0.848, -0.151], [0.285, -1.007, -0.911], [0.473, 3.801, -3.613], [1.146, 3.774, -2.263], [2.654, 3.441, -2.334], [3.285, 4.637, -1.900], [2.398, 5.507, -1.383], [2.618, 6.517, -0.804], [1.143, 5.113, -1.738], [1.081, 4.348, -4.335], [-0.513, 4.257, -3.537], [0.398, 2.765, -3.951], [0.648, 3.099, -1.565], [3.000, 3.274, -3.354], [2.885, 2.630, -1.648], [4.568, -1.865, -3.003], [3.322, -2.461, -2.359], [2.212, -2.663, -3.389], [1.839, -4.047, -3.325], [2.605, -4.636, -2.400], [2.408, -5.719, -1.934], [3.591, -3.827, -1.974], [4.958, -2.546, -3.766], [5.291, -1.528, -2.267], [4.280, -1.065, -3.695], [2.989, -1.838, -1.531], [2.478, -2.329, -4.392], [1.340, -2.054, -3.133], [-0.969, -5.827, -1.770], [-1.218, -4.325, -1.594], [-1.759, -3.580, -2.805], [-2.679, -2.673, -2.255], [-3.079, -3.110, -1.035], [-3.989, -2.647, -0.426], [-2.338, -4.193, -0.691], [-1.173, -6.294, -0.808], [-0.007, -6.070, -2.211], [-1.753, -6.221, -2.422], [-0.403, -3.746, -1.155], [-2.223, -4.232, -3.550], [-0.897, -3.128, -3.300], [-2.797, -3.795, 2.631], [-2.321, -2.365, 2.580], [-3.456, -1.330, 2.688], [-2.985, -0.401, 3.637], [-1.945, -0.879, 4.302], [-1.452, -0.357, 5.250], [-1.501, -2.021, 3.721], [-3.088, -4.190, 1.660], [-3.596, -3.885, 3.371], [-2.027, -4.475, 3.003], [-1.740, -2.144, 1.683], [-4.385, -1.777, 3.068], [-3.769, -0.812, 1.780], [-0.451, -1.133, -4.495], [-1.578, -0.380, -3.781], [-1.857, 1.045, -4.323], [-3.214, 0.989, -4.745], [-3.687, -0.257, -4.669], [-4.750, -0.621, -5.084], [-2.806, -1.059, -4.068], [0.500, -0.785, -4.081], [-0.408, -0.932, -5.566], [-0.531, -2.195, -4.272], [-1.363, -0.362, -2.714], [-1.285, 1.278, -5.225], [-1.647, 1.798, -3.567], [-5.682, 1.650, 5.084], [-5.933, 1.379, 3.627], [-7.351, 1.725, 3.162], [-7.035, 2.214, 1.838], [-5.733, 2.565, 1.733], [-5.215, 3.099, 0.814], [-5.077, 2.157, 2.839], [-5.883, 2.718, 5.222], [-4.632, 1.514, 5.347], [-6.274, 1.098, 5.812], [-5.827, 0.314, 3.388], [-7.778, 2.487, 3.814], [-7.968, 0.846, 3.009], [3.850, 1.275, 3.021], [4.428, 2.594, 3.512], [5.850, 2.927, 2.967], [5.651, 4.155, 2.263], [4.349, 4.504, 2.276], [3.879, 5.425, 1.688], [3.628, 3.649, 3.003], [3.814, 1.435, 1.942], [2.815, 1.102, 3.317], [4.429, 0.372, 3.203], [4.497, 2.653, 4.600], [6.272, 2.131, 2.357], [6.557, 3.134, 3.770], [5.697, 1.763, -3.061], [5.779, 2.098, -1.583], [4.840, 1.248, -0.692], [5.678, 0.781, 0.349], [6.968, 1.095, 0.078], [7.838, 0.823, 0.854], [7.085, 1.678, -1.109], [6.315, 0.898, -3.313], [6.162, 2.551, -3.656], [4.676, 1.518, -3.351], [5.672, 3.165, -1.389], [4.400, 0.424, -1.249], [4.096, 1.980, -0.385], [-1.741, 2.589, 2.777], [-0.744, 3.090, 1.735], [-1.454, 4.024, 0.768], [-0.530, 5.078, 0.597], [0.317, 5.102, 1.623], [1.113, 5.968, 1.811], [0.195, 3.980, 2.369], [-1.294, 1.816, 3.413], [-2.629, 2.108, 2.374], [-1.931, 3.398, 3.482], [-0.222, 2.313, 1.183], [-2.458, 4.329, 1.078], [-1.701, 3.507, -0.162], [-7.329, -3.724, -0.423], [-7.737, -2.331, 0.049], [-6.914, -1.724, 1.194], [-6.450, -0.486, 0.673], [-6.725, -0.392, -0.635], [-6.392, 0.509, -1.327], [-7.460, -1.446, -1.049], [-7.125, -4.384, 0.423], [-6.394, -3.677, -0.982], [-8.096, -4.122, -1.083], [-8.797, -2.280, 0.299], [-6.133, -2.404, 1.534], [-7.589, -1.491, 2.018], [4.861, -2.281, 0.990], [6.001, -2.063, 1.975], [5.960, -2.970, 3.215], [7.303, -3.404, 3.414], [7.994, -3.184, 2.259], [9.093, -3.573, 2.058], [7.247, -2.480, 1.403], [5.128, -1.830, 0.038], [4.003, -1.761, 1.416], [4.640, -3.341, 0.866], [6.063, -1.005, 2.229], [5.276, -3.797, 3.021], [5.675, -2.408, 4.102]],
  "mulliken_charge": [0.436, 0.670, -0.799, -0.253, -0.263, -0.088, 0.304, 1.237, 0.335, -0.384, -0.020, -0.700, 0.537, -1.264, -0.694, -1.920, 2.553, 0.879, -0.358, 0.361, -0.488, -0.451, 0.436, 0.444, 0.165, -0.740, 0.250, -1.177, -1.842, 2.213, 1.357, -0.395, 0.533, -0.585, -0.394, 0.442, 0.238, 0.348, -1.009, 0.315, -1.388, -1.604, 0.573, 1.023, -0.053, 0.195, -0.328, -0.410, 0.374, 0.303, 0.394, 0.106, 0.332, -0.985, -1.696, 1.850, 0.683, -0.372, 0.400, -0.590, -0.495, 0.219, 0.429, 0.431, -0.403, 0.395, -0.772, -1.642, 2.399, -0.033, -0.390, 0.547, -0.625, -0.467, 0.118, 0.507, 0.344, -0.970, 0.373, -0.216, -1.725, 1.523, -0.300, -0.352, 0.663, -0.520, -0.155, 0.463, 0.305, 0.348, -0.643, 0.300, 0.216, -0.598, 0.344, 0.124, -0.397, 0.576, -0.461, -0.258, -0.133, 0.427, 0.142, 0.275, -0.345, 0.334, -1.642, 1.052, 0.995, 0.315, 0.155, -0.585, -0.451, 0.462, 0.338, 0.144, 0.392, -0.666, -0.545, -1.756, 2.867, 0.212, -0.368, 0.155, -0.485, -0.521, 0.271, 0.152, 0.456, -1.214, 0.236, -0.039, -1.248, 0.396, -0.317, 0.269, 0.359, -0.521, -0.398, 0.351, 0.138, 0.416, 0.327, -0.052, 0.435, -0.608, 1.173, -0.247, -0.365, 0.548, -0.558, -0.410, -0.454, 0.230, 0.629, -0.527, 0.247, 0.323],
  "charge": -1,
  "total_energy_ev": -130763.359,
  "gap_ev": 7.819,
  "homo_ev": -6.33,
  "lumo_energy_ev": 1.493,
  "de_lowest_kj_mol": 315.3
}